1:
{
  "formula": "C15H21NO5S",
  "method": "ωB97M-V with the def2-TZVPD basis set",
  "gap_ev": 7.541,
  "multiplicity": 1,
  "smiles": "CCC1=CC(=O)C=C(N(C)C(C)=O)C1=O.O=S1(=O)CCCC1",
  "total_charge": 0,
  "symbols": ["C", "C", "C", "C", "C", "O", "C", "C", "N", "C", "C", "C", "O", "C", "O", "H", "H", "H", "H", "H", "H", "H", "H", "H", "H", "H", "H", "H", "O", "S", "O", "C", "C", "C", "C", "H", "H", "H", "H", "H", "H", "H", "H"],
  "positions_angstrom": [[3.6626, -3.7097, 1.9726], [2.8507, -3.3378, 0.5989], [1.6733, -2.2122, 0.7617], [1.3408, -1.4145, -0.4863], [0.1200, -0.2724, -0.4544], [0.1484, 0.8093, -1.2372], [-1.1284, -0.6425, 0.5945], [-0.7898, -1.4361, 1.8438], [-1.9566, -1.7872, 2.7349], [-1.7156, -1.4682, 4.1919], [-2.4822, -3.1857, 2.5096], [-2.0854, -4.2029, 1.2874], [-3.4174, -3.6343, 3.3911], [0.7911, -1.8899, 2.1047], [1.3485, -1.9505, 3.3467], [3.9803, -2.7058, 2.4877], [2.9028, -4.2663, 2.6855], [4.6135, -4.4064, 1.7874], [2.4548, -4.3382, 0.0998], [3.6531, -2.9036, -0.1697], [1.9058, -1.5868, -1.4981], [-2.2511, -0.3566, 0.4005], [-2.7175, -1.4356, 4.8386], [-0.9978, -2.2919, 4.6623], [-1.1864, -0.4318, 4.3565], [-2.0307, -5.2980, 1.7564], [-2.8847, -4.1285, 0.4218], [-1.0412, -4.0109, 0.7954], [-0.9382, 4.4375, -5.4284], [-1.3148, 4.8690, -4.0987], [-2.5741, 5.5326, -3.8263], [-1.1421, 3.4872, -2.9867], [0.3013, 3.5652, -2.5122], [0.5659, 5.0437, -2.2319], [0.0208, 5.8398, -3.4165], [-1.3733, 2.5568, -3.5080], [-1.8383, 3.6371, -2.1561], [0.4665, 2.9477, -1.6244], [0.9758, 3.2120, -3.3013], [0.0418, 5.3407, -1.3154], [1.6314, 5.2424, -2.0795], [-0.3616, 6.8148, -3.1041], [0.7781, 5.9684, -4.1947]]
}

2:
{
  "formula": "C15H21NO5S",
  "method": "ωB97M-V with the def2-TZVPD basis set",
  "gap_ev": 9.442,
  "multiplicity": 1,
  "smiles": "COC(=O)COc1ccc(S(=O)(=O)N2CCCCCC2)cc1",
  "total_charge": 0,
  "symbols": ["C", "O", "C", "O", "C", "O", "C", "C", "C", "C", "S", "O", "O", "N", "C", "C", "C", "C", "C", "C", "C", "C", "H", "H", "H", "H", "H", "H", "H", "H", "H", "H", "H", "H", "H", "H", "H", "H", "H", "H", "H", "H", "H"],
  "positions_angstrom": [[-3.2217, -1.9004, -0.0455], [-3.4149, -0.5117, -0.2866], [-4.1831, 0.1656, 0.5579], [-4.7422, -0.2968, 1.5160], [-4.2882, 1.6374, 0.1569], [-3.2947, 2.0657, -0.7366], [-1.9935, 2.0152, -0.3439], [-1.5602, 1.6656, 0.9333], [-0.2041, 1.6371, 1.2127], [0.7125, 1.9517, 0.2303], [2.4613, 1.7769, 0.5682], [3.1834, 2.5624, -0.3913], [2.6767, 2.0005, 1.9679], [2.7322, 0.1757, 0.2573], [2.7749, -0.7558, 1.3587], [2.3964, -2.1730, 0.9382], [1.0325, -2.2791, 0.2570], [0.8584, -1.3569, -0.9577], [2.1391, -1.1529, -1.7672], [3.1672, -0.2454, -1.0453], [0.2920, 2.3207, -1.0360], [-1.0558, 2.3567, -1.3231], [-3.7839, -2.4678, -0.7880], [-2.1568, -2.1033, -0.1486], [-3.5696, -2.1575, 0.9564], [-5.2356, 1.7707, -0.3757], [-4.3202, 2.2468, 1.0697], [-2.2618, 1.4108, 1.7124], [0.1530, 1.3804, 2.1973], [3.7818, -0.7731, 1.8016], [2.0873, -0.3800, 2.1176], [3.1648, -2.5647, 0.2716], [2.3935, -2.7986, 1.8333], [0.9015, -3.3184, -0.0561], [0.2493, -2.0535, 0.9846], [0.0970, -1.7844, -1.6150], [0.4955, -0.3826, -0.6320], [2.5860, -2.1243, -1.9841], [1.8713, -0.6978, -2.7217], [4.1350, -0.7542, -0.9632], [3.3265, 0.6750, -1.6075], [1.0336, 2.5784, -1.7747], [-1.4161, 2.6387, -2.2992]]
}

Q: What are the energies relative to the best structure? A: 1 899.7; 2 0.0, in kJ/mol.

1:
{
  "formula": "H12NaO6",
  "method": "ωB97M-V with the def2-TZVPD basis set",
  "gap_ev": 11.259,
  "multiplicity": 1,
  "total_charge": 1,
  "symbols": ["Na", "O", "H", "H", "O", "H", "H", "O", "H", "H", "O", "H", "H", "O", "H", "H", "O", "H", "H"],
  "positions_angstrom": [[18.2947, 16.1317, 11.2734], [18.5613, 17.0807, 12.6554], [18.1110, 17.9136, 12.7959], [18.9002, 16.8426, 13.5183], [19.3560, 17.4626, 10.5614], [19.0828, 18.1400, 9.9428], [20.1246, 17.0622, 10.1550], [20.0144, 15.3159, 11.6558], [20.3689, 14.5863, 12.1641], [20.6272, 16.0351, 11.8089], [16.7178, 15.8965, 12.2070], [17.1099, 16.0250, 13.0707], [16.2598, 15.0586, 12.2735], [16.9749, 16.0898, 9.8491], [16.1295, 15.6415, 9.8260], [17.1812, 16.2606, 8.9301], [20.6695, 16.0490, 9.6284], [20.0239, 15.6833, 10.2332], [21.0681, 15.2848, 9.2120]]
}

2:
{
  "formula": "H12NaO6",
  "method": "ωB97M-V with the def2-TZVPD basis set",
  "gap_ev": 9.177,
  "multiplicity": 1,
  "total_charge": 1,
  "symbols": ["Na", "O", "H", "H", "O", "H", "H", "O", "H", "H", "O", "H", "H", "O", "H", "H", "O", "H", "H"],
  "positions_angstrom": [[0.0821, 0.2551, -0.3627], [-3.2722, -1.1351, 2.6295], [-3.4426, -0.3554, 3.1580], [-4.0764, -1.6501, 2.6953], [0.1521, 3.7850, 2.7239], [0.7113, 4.2739, 3.3276], [-0.5633, 3.4591, 3.2700], [-0.1740, -4.5182, -1.5794], [-0.6573, -4.9989, -0.9073], [-0.4067, -4.9531, -2.3997], [3.1591, 1.9456, -3.4819], [3.4178, 1.3510, -4.1861], [3.6263, 2.7593, -3.6711], [3.5095, -1.5611, 3.3800], [3.1601, -2.4470, 3.4772], [3.7945, -1.3176, 4.2608], [-2.9843, 1.7261, -3.7222], [-3.7262, 1.4291, -4.2491], [-2.3101, 1.9522, -4.3629]]
}

Q: What are the energies relative to the best structure? A: 1 396.5; 2 0.0, in kJ/mol.

1:
{
  "formula": "C2H9NS",
  "method": "ωB97M-V with the def2-TZVPD basis set",
  "gap_ev": 9.739,
  "multiplicity": 1,
  "smiles": "CN.CS",
  "total_charge": 0,
  "symbols": ["C", "N", "H", "H", "H", "H", "H", "C", "S", "H", "H", "H", "H"],
  "positions_angstrom": [[-0.9757, 0.7303, -1.5771], [-1.0789, 1.0932, -0.1685], [-0.8971, 1.5417, -2.3000], [-1.8187, 0.0907, -1.8466], [-0.1146, 0.0735, -1.7790], [-0.4904, 1.8711, 0.0189], [-1.9975, 0.9953, 0.1602], [1.0225, -1.4931, 1.4271], [2.3968, -0.3750, 1.0903], [0.9835, -1.6152, 2.5037], [1.1665, -2.4550, 0.9395], [0.1356, -1.0607, 0.9787], [1.6682, 0.6032, 0.5529]]
}

2:
{
  "formula": "C2H9NS",
  "method": "ωB97M-V with the def2-TZVPD basis set",
  "gap_ev": 9.674,
  "multiplicity": 1,
  "smiles": "CNC.S",
  "total_charge": 0,
  "symbols": ["C", "N", "C", "H", "H", "H", "H", "H", "H", "H", "S", "H", "H"],
  "positions_angstrom": [[0.7518, 1.0119, 0.5272], [0.1237, 0.1840, -0.4855], [0.6846, -1.1048, -0.8317], [0.0072, 1.2914, 1.2824], [1.5381, 0.4774, 1.0622], [1.0572, 1.9769, 0.1196], [-0.0894, 0.7494, -1.2934], [1.7515, -1.0747, -1.1153], [0.1184, -1.5340, -1.6557], [0.6810, -1.7455, 0.0608], [-2.7390, -0.4512, 0.7007], [-2.4304, 0.6015, 1.4585], [-1.4546, -0.3823, 0.1702]]
}

Q: What are the energies relative to the best structure? A: 1 0.0; 2 5.4, in kJ/mol.

1:
{
  "formula": "C2H9NS",
  "method": "ωB97M-V with the def2-TZVPD basis set",
  "gap_ev": 8.801,
  "multiplicity": 1,
  "smiles": "CCN.S",
  "total_charge": 0,
  "symbols": ["C", "C", "N", "H", "H", "H", "H", "H", "H", "H", "S", "H", "H"],
  "positions_angstrom": [[-1.4799, 1.3989, -0.0650], [-1.4499, 0.1710, -0.9518], [-0.7658, -1.0001, -0.3610], [-2.1162, 2.1755, -0.4866], [-0.4751, 1.7735, 0.1307], [-1.8659, 1.1923, 0.9347], [-1.0322, 0.4020, -1.9344], [-2.4956, -0.0086, -1.2420], [-1.4498, -1.5753, 0.1206], [-0.4406, -1.5912, -1.1238], [1.8882, -0.1898, 0.6136], [2.6578, -0.6025, 1.6235], [0.4586, -0.4003, 0.1608]]
}

2:
{
  "formula": "C2H9NS",
  "method": "ωB97M-V with the def2-TZVPD basis set",
  "gap_ev": 9.494,
  "multiplicity": 1,
  "total_charge": 0,
  "symbols": ["N", "H", "H", "H", "H", "C", "C", "S", "H", "H", "H", "H", "H"],
  "positions_angstrom": [[-1.3729, -2.0669, -0.7267], [-1.9294, -2.3025, 0.0944], [0.1722, 1.4481, -3.0249], [-1.8485, -1.2646, -1.3005], [-1.7116, -2.9944, -1.2083], [1.3004, 0.5420, 0.6261], [0.9199, 0.7328, 2.0799], [-0.0176, 1.8977, 0.9299], [-0.2296, 2.1646, -3.1488], [0.7471, -0.0551, -0.0402], [2.2732, 0.8840, 0.2112], [0.1020, 0.1418, 2.4980], [1.5949, 0.8726, 3.0098]]
}

Q: What are the energies relative to the best structure? A: 1 0.0; 2 134.9, in kJ/mol.

1:
{
  "formula": "C2H9NS",
  "method": "ωB97M-V with the def2-TZVPD basis set",
  "gap_ev": 9.856,
  "multiplicity": 1,
  "smiles": "[H][H].C1CS1.N",
  "total_charge": 0,
  "symbols": ["H", "H", "C", "C", "S", "H", "H", "H", "H", "N", "H", "H", "H"],
  "positions_angstrom": [[-3.3337, 1.2705, -4.1169], [-2.8500, 1.7302, -3.7769], [1.0671, 0.6068, 1.3938], [1.7456, -0.6960, 1.3822], [2.3560, 0.4769, 2.6329], [0.0563, 0.7857, 1.7704], [1.2049, 1.3813, 0.6585], [1.2765, -1.5641, 1.8396], [2.4017, -0.8833, 0.5443], [-0.9362, -0.6112, -0.8370], [-0.1917, -1.1604, -0.4270], [-1.1249, -0.0706, 0.0011], [-1.6717, -1.2658, -1.0648]]
}

2:
{
  "formula": "C2H9NS",
  "method": "ωB97M-V with the def2-TZVPD basis set",
  "gap_ev": 9.895,
  "multiplicity": 1,
  "smiles": "CNC.S",
  "total_charge": 0,
  "symbols": ["C", "N", "C", "H", "H", "H", "H", "H", "H", "H", "S", "H", "H"],
  "positions_angstrom": [[1.3444, -0.2868, 0.0298], [0.1995, -0.3510, -0.9408], [-0.3781, 0.9808, -1.3722], [2.1810, -0.7165, -0.4185], [1.0853, -0.8737, 0.8437], [1.5616, 0.7605, 0.4514], [-0.5806, -0.6876, -0.4001], [0.2978, 1.4600, -2.1075], [-1.3970, 0.8461, -1.8359], [-0.4333, 1.6738, -0.5127], [-1.7798, -0.8861, 2.3020], [-1.0929, 0.1180, 1.7618], [-1.0079, -2.0376, 2.1988]]
}

Q: What are the energies relative to the best structure? A: 1 52.1; 2 0.0, in kJ/mol.

1:
{
  "formula": "C4H4OS",
  "method": "ωB97M-V with the def2-TZVPD basis set",
  "gap_ev": 10.444,
  "multiplicity": 1,
  "smiles": "C#CCSC=O",
  "total_charge": 0,
  "symbols": ["C", "C", "C", "S", "C", "O", "H", "H", "H", "H"],
  "positions_angstrom": [[0.7168, -2.6797, 0.3549], [0.5948, -1.4411, 0.2730], [0.5459, -0.0221, 0.3543], [0.3053, 0.8205, -1.3033], [-0.9628, 1.8908, -0.6756], [-1.4732, 1.8361, 0.4338], [0.8030, -3.7333, 0.1696], [-0.3985, 0.2836, 0.7934], [1.2886, 0.4399, 0.9567], [-1.4198, 2.6053, -1.3568]]
}

2:
{
  "formula": "C4H4OS",
  "method": "ωB97M-V with the def2-TZVPD basis set",
  "gap_ev": 9.389,
  "multiplicity": 1,
  "smiles": "C#CCOC=S",
  "total_charge": 0,
  "symbols": ["C", "C", "C", "O", "C", "S", "H", "H", "H", "H"],
  "positions_angstrom": [[1.3771, -1.3266, -2.3501], [1.5113, -1.0762, -1.1990], [1.3247, -0.9009, 0.2718], [0.0338, -0.4548, 0.6772], [-0.4326, 0.6875, 0.3837], [-1.7508, 1.3657, 0.9064], [1.4417, -1.6483, -3.4110], [2.1216, -0.2194, 0.5561], [1.3333, -1.8812, 0.7026], [0.1626, 1.2338, -0.4072]]
}

3:
{
  "formula": "C4H4OS",
  "method": "ωB97M-V with the def2-TZVPD basis set",
  "gap_ev": 10.137,
  "multiplicity": 1,
  "total_charge": 0,
  "symbols": ["C", "C", "C", "C", "O", "S", "H", "H", "H", "H"],
  "positions_angstrom": [[-0.1820, -0.2562, 0.0821], [1.4994, -0.5456, -0.0305], [-1.2582, -0.9761, -0.1261], [-0.0482, 1.2361, 0.1128], [2.1512, -1.5393, 0.0537], [1.8288, 1.1064, -0.0886], [-2.1820, -0.4933, -0.2710], [-1.0033, -2.0567, -0.3513], [-0.6394, 1.7465, -0.5421], [-0.1663, 1.7784, 1.1610]]
}

Q: What are the energies relative to the best structure? A: 1 59.2; 2 128.4; 3 0.0, in kJ/mol.